# 1
# C3H12O4

A 4-piece molecular cluster, C3H12O4 overall (ωB97M-V with the def2-TZVPD basis set, the OMol25 dataset).

## Properties
SMILES string   C=CCO.O.O.O
Energy relative to the best compared isomer or geometry (same formula, charge and spin)   26.0 kcal/mol
Energy   -11494.63682 eV
Kohn-Sham gap   10.7 eV

Element x y z (Å)
O1 0.889 0.941 0.288
O2 -1.158 0.834 -1.618
O3 -1.452 1.607 1.454
O4 -2.613 -0.607 0.441
C1 1.827 -1.557 -1.232
C2 1.486 -0.237 0.866
C3 2.299 -0.781 -0.276
H1 -2.173 -0.804 -0.403
H2 0.646 -0.928 1.021
H3 -3.518 -0.588 0.098
H4 -1.532 1.174 2.320
H5 -1.330 1.750 -1.862
H6 -1.891 0.910 0.920
H7 2.425 -1.751 -2.115
H8 -0.449 0.826 -0.933
H9 0.823 -1.933 -1.390
H10 0.479 1.583 0.904
H11 1.929 -0.062 1.845
H12 3.313 -0.378 -0.329

natural (NBO) atomic charge list, values in e, 8 entries:
1. O -0.776
2. O -1.003
3. O -0.985
4. O -0.947
5. C -0.371
6. C -0.104
7. C -0.192
8. H 0.497


# 2
# C3H2FLuO2

C3H2FLuO2 as an isolated structure (ωB97M-V with the def2-TZVPD basis set, the OMol25 dataset).

## Properties
Energy relative to the best compared isomer or geometry (same formula, charge and spin)   63.5 kcal/mol
Energy   -43567.40638 eV
Kohn-Sham gap   3.5 eV

Element x y z (Å)
Lu1 0.526 -0.684 -4.339
F1 1.822 2.047 2.161
O1 -0.638 -1.170 -1.614
O2 -0.921 -1.288 0.660
C1 -0.513 -0.070 1.245
C2 -0.303 -0.813 -0.525
C3 0.194 0.454 0.234
H1 -0.576 0.051 2.325
H2 0.409 1.472 -0.148

natural (NBO) atomic charge list, values in e, 8 entries:
1. Lu 0.991
2. F -0.979
3. O -0.692
4. O -0.536
5. C 0.225
6. C 0.810
7. C -0.356
8. H 0.260


# 3
# C31H31BrFN9ReSSi

C31H31BrFN9ReSSi as an isolated structure (ωB97M-V with the def2-TZVPD basis set, the OMol25 dataset).

## Properties
Energy relative to the best compared isomer or geometry (same formula, charge and spin)   19.0 kcal/mol
Energy   -139651.89603 eV
Kohn-Sham gap (alpha / beta)   6.8 / 5.9 eV
Spin multiplicity   2
Total charge   +2

Element x y z (Å)
Re1 -0.579 0.999 0.437
Br1 1.656 6.008 -1.489
S1 -1.279 0.222 2.706
Si1 2.513 0.000 -0.751
F1 0.253 2.559 2.189
N1 -2.760 0.834 0.582
N2 -2.297 -9.550 -0.988
N3 1.425 1.150 0.216
N4 -3.343 1.435 3.907
N5 -0.857 3.087 -0.127
N6 -1.276 0.516 -1.467
N7 -0.234 -1.095 0.833
N8 -0.376 -3.284 0.803
N9 -3.520 1.166 1.652
C1 -0.929 5.865 -0.292
C2 2.161 2.141 0.931
C3 -1.561 -7.159 -0.305
C4 -1.971 -8.491 -0.685
C5 -2.431 -6.088 -0.492
C6 -3.109 -0.111 -2.881
C7 4.150 3.447 1.452
C8 -0.790 -4.613 0.428
C9 -2.801 1.034 2.757
C10 3.912 -0.561 0.331
C11 -2.290 -0.061 -3.993
C12 -0.502 0.618 -2.572
C13 0.084 -5.670 0.617
C14 -0.306 -6.947 0.253
C15 3.487 4.113 2.477
C16 -1.996 5.154 0.235
C17 -3.389 0.384 -0.452
C18 2.159 3.812 2.736
C19 -1.929 3.779 0.311
C20 1.562 2.858 1.957
C21 -0.970 0.345 -3.835
C22 -0.839 -2.135 0.290
C23 1.687 -1.591 -1.292
C24 3.046 0.903 -2.297
C25 3.507 2.484 0.699
C26 0.663 -1.606 1.756
C27 0.161 5.152 -0.764
C28 -2.587 0.219 -1.639
C29 -2.048 -4.813 -0.119
C30 0.593 -2.956 1.733
C31 0.159 3.776 -0.683
H1 5.184 3.683 1.237
H2 -2.680 -0.300 -4.973
H3 -3.411 -6.261 -0.916
H4 -4.158 -0.363 -2.962
H5 -2.741 3.208 0.738
H6 2.013 -1.812 -2.314
H7 0.516 0.933 -2.412
H8 -2.907 1.198 4.781
H9 0.606 -1.627 -1.288
H10 2.044 -2.405 -0.654
H11 1.595 4.302 3.519
H12 3.514 0.179 -2.972
H13 -0.943 6.946 -0.340
H14 3.769 1.701 -2.136
H15 1.102 -3.692 2.330
H16 -4.306 1.735 3.912
H17 1.282 -0.970 2.367
H18 4.058 2.004 -0.089
H19 3.508 -1.069 1.211
H20 0.368 -7.781 0.395
H21 2.205 1.348 -2.838
H22 -4.460 0.228 -0.426
H23 -2.879 5.665 0.594
H24 4.495 -1.299 -0.230
H25 0.986 3.203 -1.074
H26 1.074 -5.513 1.024
H27 -2.749 -3.996 -0.231
H28 4.601 0.208 0.674
H29 -1.589 -2.089 -0.481
H30 -0.305 0.446 -4.682
H31 3.999 4.860 3.069

Löwdin atomic charge list, values in e, 8 entries:
1. Re 1.420
2. Br 0.851
3. S 0.852
4. Si 0.482
5. F -0.058
6. N -0.217
7. N 0.192
8. N -0.194


# 4
# C5H10O2

A 2-piece molecular cluster, C5H10O2 overall (ωB97M-V with the def2-TZVPD basis set, the OMol25 dataset).

## Properties
SMILES string   C/C=C/O.C=CO
Energy relative to the best compared isomer or geometry (same formula, charge and spin)   90.2 kcal/mol
Energy   -9439.13304 eV
Kohn-Sham gap   8.7 eV

Element x y z (Å)
O1 0.587 -0.936 -1.265
O2 1.815 1.544 -1.649
C1 1.680 0.769 0.557
C2 -2.277 -0.942 0.882
C3 -1.096 -0.238 0.293
C4 -0.074 -1.021 -0.083
C5 1.281 1.599 -0.397
H1 1.274 2.058 -2.256
H2 2.413 0.001 0.338
H3 1.409 -1.441 -1.235
H4 -2.909 -1.256 0.035
H5 0.186 -1.883 0.536
H6 -1.955 -1.864 1.377
H7 1.269 0.806 1.554
H8 0.509 2.351 -0.229
H9 -1.212 0.801 -0.008
H10 -2.899 -0.347 1.553

natural (NBO) atomic charge list, values in e, 8 entries:
1. O -0.676
2. O -0.685
3. C -0.506
4. C -0.620
5. C -0.316
6. C 0.168
7. C 0.135
8. H 0.480


# 5
# C2H2IOP

A 2-piece molecular cluster, C2H2IOP overall (ωB97M-V with the def2-TZVPD basis set, the OMol25 dataset).

## Properties
Energy   -21538.29944 eV
Kohn-Sham gap (alpha / beta)   7.2 / 6.3 eV
Spin multiplicity   3

Element x y z (Å)
I1 1.365 -2.265 -0.985
P1 -1.545 -0.503 1.025
O1 1.283 1.227 -1.040
C1 -0.280 0.063 0.117
C2 0.339 1.240 -0.272
H1 -0.026 2.259 -0.019
H2 -1.138 -2.022 1.174

The natural (NBO) scheme yields these atomic charges, measured in e:
1. I 0.084
2. P 0.499
3. O -0.498
4. C -0.437
5. C 0.231
6. H 0.144
7. H -0.023